(1)
# C33H35N8NaO6S3

A molecular structure, C33H35N8NaO6S3 (wB97M-V/def2-TZVPD, the Open Molecules 2025 dataset).

The geometry in XYZ format:
```
86
C33H35N8NaO6S3 wB97M-V/def2-TZVPD
Na -0.84307 -1.70619 0.14960
C -0.08937 -7.31346 0.98163
S 0.42384 -6.39873 2.43913
C -0.22649 -4.74534 2.12659
S -1.23116 -4.42389 0.81983
N 0.16638 -3.97624 3.10795
N -0.10420 -2.63528 2.94016
C -0.53149 -2.05223 3.99077
C -0.61248 -0.58433 4.07259
C -1.53438 0.02509 4.93159
C -1.57542 1.40323 5.00822
C -0.69402 2.14446 4.23208
C 0.19745 1.45494 3.42467
N 0.25409 0.13120 3.34963
H 0.15358 -8.35987 1.17536
H 0.43374 -6.97059 0.09116
H -1.15917 -7.20145 0.81834
H -0.82348 -2.63310 4.86787
H -2.21351 -0.59178 5.50663
H -2.29292 1.89518 5.65421
H -0.69101 3.22744 4.24915
H 0.91211 1.99228 2.80427
O -5.53033 -1.38919 -4.56306
C -4.79068 -1.30544 -3.58839
C -5.21483 -0.97611 -2.19072
O -6.33129 -0.60494 -1.84310
C -4.03262 -1.18650 -1.31987
C -2.87468 -1.35519 -2.18742
O -1.67920 -1.40798 -1.79130
C -3.31744 -1.48750 -3.57044
O -2.58492 -1.68425 -4.55576
O -4.01303 -1.19024 -0.07831
C 5.20369 -2.37443 -2.85787
C 3.68374 -2.48382 -2.85538
C 3.02367 -1.16130 -2.50623
S 1.24810 -1.30411 -2.13768
O 1.12090 -2.58851 -1.38158
C 0.62074 -1.54641 -3.81188
C 0.53877 -0.21668 -4.56189
C -0.46302 0.77446 -3.97543
H 5.67442 -3.33491 -3.07853
H 5.56848 -2.04221 -1.88228
H 5.55197 -1.65288 -3.60220
H 3.34977 -3.22750 -2.12902
H 3.33497 -2.82830 -3.83183
H 3.13658 -0.41720 -3.30089
H 3.46110 -0.74172 -1.59558
H -0.37868 -1.96257 -3.66285
H 1.25304 -2.26393 -4.33976
H 0.24538 -0.45317 -5.58807
H 1.53476 0.24141 -4.62927
H -1.47086 0.37622 -4.07636
H -0.40324 1.73296 -4.49980
H -0.28593 0.94242 -2.91091
N -0.55756 9.32587 0.50139
C -0.78259 8.19944 0.56478
C -1.05797 6.79950 0.65191
C -1.88399 6.30792 1.66184
C -2.13851 4.95524 1.75496
C -1.58089 4.06542 0.83478
C -0.76723 4.56167 -0.18642
C -0.50338 5.91279 -0.27140
N -1.82507 2.70108 0.94235
C -2.87211 2.07374 1.61127
C -2.66102 0.74299 1.47066
N -1.49597 0.52201 0.76136
C -1.03360 1.68752 0.45115
H -2.31745 6.99030 2.38046
H -2.75670 4.57477 2.55545
H -0.36640 3.88878 -0.93115
H 0.12405 6.28978 -1.06760
H -3.68793 2.62341 2.04366
H -3.29346 -0.07825 1.75927
H -0.11149 1.87595 -0.06936
C 2.91580 -1.40830 2.18244
C 2.97931 -0.15972 1.38084
N 2.07550 0.27010 0.53624
C 2.58066 1.42606 -0.01074
C 3.79916 1.71788 0.52396
N 4.04602 0.69409 1.41355
H 2.01816 -1.95797 1.91286
H 2.85182 -1.18950 3.24930
H 3.78979 -2.03830 1.99771
H 2.05282 1.96856 -0.78045
H 4.49753 2.51879 0.35386
H 4.86433 0.57657 1.98330
```

The multiplicity is 1. The maximum force is 0.46 eV/Å. The total energy is -95918.691 eV. Its LUMO energy is 0.1207 Eh. The total charge is -2. The calculation puts the HOMO-LUMO gap at 3.91 eV. The calculation puts the highest occupied orbital energy at -0.63 eV.

Atom charges from the natural (NBO) analysis, given in e for atoms 1 to 4: atom 1 (Na): 0.88, atom 2 (C): -0.76, atom 3 (S): 0.18, atom 4 (C): -0.08

(2)
# C33H36AsBCsIN12S

A molecular structure, C33H36AsBCsIN12S at a distorted geometry (wB97M-V/def2-TZVPD, the Open Molecules 2025 dataset).

The geometry in XYZ format:
```
86
C33H36AsBCsIN12S wB97M-V/def2-TZVPD
Cs 0.23764 0.74567 0.18328
C -1.44886 -3.97853 -2.24482
C -0.22406 -3.39163 -1.90572
N -0.12586 -2.18513 -2.43492
N -1.24826 -1.95863 -3.10442
C -2.06866 -3.01773 -3.01392
B -1.58956 -0.65673 -3.82592
N -2.40006 0.25347 -2.88162
C -2.99106 1.39387 -3.26612
C -3.46986 2.03097 -2.14032
C -3.10116 1.18157 -1.09772
N -2.46546 0.11897 -1.56492
N -0.33236 0.12457 -4.22382
C 0.13654 0.32317 -5.46782
C 1.24864 1.13297 -5.38292
C 1.37764 1.37677 -4.01112
N 0.41954 0.76887 -3.33922
H -1.81756 -4.95233 -1.97982
H 0.58974 -3.80373 -1.33182
H -3.03006 -3.02693 -3.49002
H -2.23456 -0.89743 -4.81062
H -3.04146 1.67767 -4.30172
H -4.01296 2.95537 -2.08752
H -3.28606 1.29087 -0.04362
H -0.34306 -0.11523 -6.32412
H 1.86114 1.49347 -6.18862
H 2.12104 1.95657 -3.49632
S 3.88964 5.05607 -0.00202
C 4.66714 3.71497 -0.78262
C 5.86184 3.68967 -1.47632
C 6.27854 2.48897 -2.02592
C 5.52224 1.33137 -1.86412
C 4.33394 1.34727 -1.16272
C 3.88014 2.54787 -0.61852
N 2.73634 2.72877 0.08268
C 2.55244 3.93097 0.49738
C 1.45844 4.42177 1.27148
C 1.57994 5.68027 1.88488
C 0.54064 6.20217 2.61598
C -0.62416 5.45137 2.75548
C -0.70746 4.19767 2.18288
C 0.29004 3.60657 1.37508
H 6.45034 4.58997 -1.58532
H 7.20444 2.44987 -2.58332
H 5.87674 0.40007 -2.28932
H 3.74974 0.44927 -1.03232
H 2.51224 6.23237 1.79908
H 0.62944 7.17127 3.09868
H -1.45896 5.86217 3.32098
H -1.63146 3.64217 2.34268
N 0.22174 -1.34843 2.99298
C 0.58684 -0.89823 4.01218
N 0.88304 -0.40663 5.12928
C 1.91234 -0.50183 5.88228
N 2.78184 -0.55283 6.64618
I 6.01894 -4.77473 2.32458
C 4.54004 -3.32973 2.01148
C 3.31044 -3.27173 2.63178
N 2.66484 -2.24023 2.07368
N 3.40484 -1.62653 1.16238
C 4.55424 -2.26713 1.10428
H 2.89794 -3.86103 3.42518
H 1.71014 -1.89013 2.31368
H 5.34024 -1.95603 0.44488
C -5.11096 -1.41043 -0.17662
C -4.01776 -2.42663 0.11488
As -2.37636 -1.75783 1.03148
C -1.66966 -3.56213 1.51988
C -2.64466 -4.66973 1.90058
C -3.24236 -1.38843 2.79018
C -3.54806 0.09087 2.97398
H -5.97306 -1.89593 -0.64422
H -4.74826 -0.63803 -0.84852
H -5.45996 -0.93743 0.74168
H -3.68466 -2.86753 -0.82662
H -4.44896 -3.22293 0.73058
H -0.98006 -3.36553 2.34328
H -1.07006 -3.89683 0.66898
H -3.33506 -4.35133 2.68378
H -2.10486 -5.54483 2.27028
H -3.21966 -4.98443 1.02918
H -2.53466 -1.69733 3.56198
H -4.15836 -1.98263 2.90178
H -2.62066 0.65967 2.90528
H -4.00596 0.29137 3.94578
H -4.22676 0.44977 2.19868
```

The multiplicity is 1. The maximum force is 1.71 eV/Å. The total energy is -133687.464 eV. Its LUMO energy is 0.1224 Eh. The value obtained for the energy above the lowest of the compared OMol25 structures with the same formula, charge and spin is 126.0 kJ/mol. The total charge is -2. The calculation puts the HOMO-LUMO gap at 5.50 eV. The calculation puts the highest occupied orbital energy at -2.17 eV.

Atom charges from the Löwdin analysis, given in e for atoms 1 to 4: atom 1 (Cs): 0.66, atom 2 (C): -0.11, atom 3 (C): -0.19, atom 4 (N): 0.08

(3)
# C33H36BF9N3OP2TeTi

A molecular structure, C33H36BF9N3OP2TeTi at a distorted geometry (wB97M-V/def2-TZVPD, the Open Molecules 2025 dataset).

The geometry in XYZ format:
```
87
C33H36BF9N3OP2TeTi wB97M-V/def2-TZVPD
Ti -0.23412 -0.26578 0.39006
C -1.56637 3.07871 -0.03481
P -0.02233 2.64431 0.81833
C -0.10603 3.72957 2.29437
C -1.13919 3.48076 3.20546
C -1.26332 4.21518 4.37413
C -0.34451 5.21580 4.66073
C 0.67354 5.48489 3.76056
C 0.79393 4.75054 2.58523
C 1.31236 3.33017 -0.19841
C 2.61292 3.33390 0.31624
C 3.67766 3.77459 -0.45304
C 3.45764 4.19706 -1.75680
C 2.17696 4.16969 -2.28309
C 1.10681 3.73732 -1.51214
C -1.81814 2.06731 -1.10000
C -2.41624 2.26282 -2.31502
C -2.50577 0.98924 -2.92939
C -1.94480 0.09658 -2.06359
C -1.94165 -1.40169 -2.20928
P -2.71457 -1.97338 -0.66694
C -3.30156 -3.64817 -0.50185
C -4.01901 -3.95452 0.65360
C -4.52206 -5.23414 0.82513
C -4.31835 -6.19823 -0.15513
C -3.60282 -5.89087 -1.30305
C -3.08386 -4.61660 -1.47308
C -4.27306 -1.04178 -0.72242
C -5.28520 -1.44262 -1.59574
C -6.44167 -0.68745 -1.72083
C -6.60270 0.46443 -0.96162
C -5.61145 0.85443 -0.07307
C -4.44899 0.10507 0.04364
N -1.49855 0.73230 -0.90582
H -1.52681 4.09333 -0.43258
H -2.35688 3.05836 0.72204
H -1.88950 2.72562 2.99259
H -2.07839 4.01011 5.05603
H -0.42956 5.78757 5.57573
H 1.38273 6.27683 3.96579
H 1.58213 4.99693 1.88740
H 2.80092 3.00021 1.33373
H 4.67936 3.76752 -0.04327
H 4.28815 4.52470 -2.36859
H 2.00748 4.45680 -3.31242
H 0.12184 3.68076 -1.95721
H -2.76944 3.20672 -2.70497
H -2.94226 0.75076 -3.88844
H -0.95492 -1.83290 -2.38677
H -2.56545 -1.69567 -3.05500
H -4.18613 -3.19887 1.41182
H -5.07562 -5.47900 1.72188
H -4.71471 -7.19607 -0.02021
H -3.42919 -6.64767 -2.05711
H -2.49006 -4.38497 -2.34911
H -5.17677 -2.35158 -2.17817
H -7.22070 -0.99984 -2.40483
H -7.50365 1.05650 -1.06219
H -5.73913 1.75035 0.52162
H -3.66170 0.41766 0.71629
N -0.88962 -0.03238 2.48963
C 0.06736 -0.31689 3.59414
C 1.35950 0.47583 3.47968
C 2.32556 -0.05686 2.43576
N 1.88336 0.09111 1.02397
H -1.33277 0.86357 2.65395
H -1.62730 -0.73338 2.50151
H 0.28224 -1.38336 3.55085
H -0.41544 -0.10547 4.54920
H 1.86458 0.42827 4.44724
H 1.13549 1.53283 3.30631
H 2.47170 -1.12418 2.59802
H 3.29699 0.42680 2.55548
H 2.46705 -0.58100 0.52610
H 2.22225 0.96898 0.63202
F 3.29544 0.63084 -1.57967
B 2.17429 0.38417 -2.35744
F 1.99120 1.29780 -3.36387
F 2.16419 -0.94023 -2.84831
F 1.00116 0.45125 -1.45189
F 1.25042 -3.66480 -2.30234
Te 1.12831 -2.62993 -0.77482
F 1.60654 -4.18678 0.09469
F 2.91294 -2.21286 -0.27600
F 0.53673 -2.10165 1.21661
F -0.62345 -3.49297 -0.64704
O -1.91185 -1.47080 0.55189
```

The multiplicity is 2. The maximum force is 1.33 eV/Å. The total energy is -115456.235 eV. Its LUMO energy (spin up / spin down) is -0.0122 / -0.0019 Eh. The value obtained for the energy above the lowest of the compared OMol25 structures with the same formula, charge and spin is 66.8 kJ/mol. The calculation puts the HOMO-LUMO gap (spin up / spin down) at 7.36 / 7.64 eV. The calculation puts the highest occupied orbital energy (spin up / spin down) at -7.69 / -7.69 eV.

Atom charges from the Löwdin analysis, given in e for atoms 1 to 4: atom 1 (Ti): 0.96, atom 2 (C): -0.27, atom 3 (P): 1.08, atom 4 (C): -0.35